Density functional theory data (ωB97M-V/def2-TZVPD) for C10H30CrO20P2V as an isolated structure.

Results
**Spin multiplicity**: 5
**Charge**: -3
**HOMO-LUMO gap (spin up / spin down)**: 4.56 / 4.59 eV
**E**: -124495.7072 eV
**HOMO (spin up / spin down)**: 0.069 / 0.067 hartree

Each line ends with the Löwdin spin population.
Atoms and positions in Å:
Cr  -0.674  2.249  0.720  2.857
O  -1.205  0.066  -3.331  -0.008
V  -0.210  -0.566  -2.280  0.926
O  0.217  -1.937  -3.004  -0.012
P  0.462  0.241  0.212  0.025
O  -0.455  0.956  -0.746  0.050
O  -0.690  0.393  1.287  0.009
O  1.187  1.529  0.389  0.014
O  0.809  -1.023  -0.569  0.034
P  -1.160  3.565  3.018  0.008
O  -1.169  2.934  4.416  0.000
O  -1.596  4.975  3.246  0.002
O  -2.090  2.902  1.903  0.011
O  0.053  3.273  2.136  -0.006
C  1.963  -4.136  -0.486  0.000
C  3.223  -3.392  -0.214  0.000
O  3.226  -2.153  -0.869  0.002
O  0.868  -3.472  0.145  0.000
H  2.012  -5.181  -0.180  0.000
H  1.863  -4.029  -1.566  0.000
H  4.048  -3.925  -0.686  0.000
H  3.455  -3.269  0.844  0.000
H  2.362  -1.789  -0.661  0.001
H  0.979  -2.533  -0.023  0.000
C  -2.924  -2.517  -1.827  0.001
C  -2.700  -3.987  -1.307  0.000
O  -3.102  -4.169  0.042  0.000
O  -1.988  -1.639  -1.224  0.015
H  -3.932  -2.266  -1.497  0.000
H  -2.853  -2.492  -2.915  0.000
H  -1.624  -4.161  -1.289  0.000
H  -3.186  -4.680  -1.994  0.000
H  -2.669  -3.563  0.647  0.000
H  -1.969  -1.902  -0.301  0.001
C  -0.312  -1.856  3.276  0.000
C  -1.737  -2.259  2.934  0.000
O  -2.078  -1.812  1.595  0.001
O  -0.267  -0.515  3.725  0.001
H  0.406  -1.917  2.458  0.000
H  0.174  -2.354  4.115  0.000
H  -2.439  -1.758  3.601  0.000
H  -1.960  -3.316  3.076  0.000
H  -1.646  -0.959  1.512  0.000
H  -0.291  0.068  2.963  0.000
C  3.828  2.605  -1.686  0.000
C  4.062  2.725  -0.111  0.000
O  3.823  1.454  0.429  0.001
O  2.420  2.575  -1.856  0.008
H  4.269  1.654  -1.986  0.000
H  4.316  3.435  -2.196  0.000
H  3.457  3.510  0.342  0.000
H  5.062  3.063  0.163  0.000
H  2.877  1.317  0.509  0.000
H  2.052  2.186  -1.059  0.001
C  -0.952  4.040  -1.662  0.002
C  -2.429  3.743  -1.584  0.002
O  -2.615  2.604  -0.710  0.029
O  -0.281  3.972  -0.374  0.018
H  -0.741  5.032  -2.061  0.000
H  -0.551  3.325  -2.381  0.000
H  -2.780  3.602  -2.606  0.001
H  -2.970  4.589  -1.162  0.000
H  -3.308  2.114  -1.159  0.002
H  0.082  4.830  -0.142  0.002